[1]
27
Properties=species:S:1:pos:R:3 method="wB97M-V/def2-TZVPD" lumo_energy_ev=-1.14 spin_multiplicity=1 e_above_lowest_kcal_mol=271.23 homo_lumo_gap_ev=6.79
O 2.277 6.617 -18.722
O 0.955 7.347 -17.121
O 3.598 6.546 -16.697
O 1.863 4.675 -19.727
O 0.769 5.617 -16.041
O 0.789 8.167 -14.772
O 2.497 6.595 -14.924
O -1.528 8.347 -16.126
O -1.136 7.815 -18.334
H 0.649 6.409 -16.565
H -0.807 7.168 -18.958
H 1.283 6.695 -17.741
H 0.308 7.847 -17.618
H 0.895 7.898 -15.684
H 0.180 7.528 -14.402
H -1.782 9.070 -16.701
H 1.760 6.438 -15.515
H 1.619 5.462 -19.239
H 3.140 6.859 -17.477
H 2.112 6.570 -14.048
H 2.800 4.573 -19.565
H -1.330 8.586 -18.868
H 1.742 7.007 -19.413
H 3.139 7.021 -18.829
H 3.545 5.592 -16.754
H -0.850 7.879 -16.614
H -0.101 5.430 -15.688

=====

[2]
54
Properties=species:S:1:pos:R:3 method="wB97M-V/def2-TZVPD" lumo_energy_ev=0.45 spin_multiplicity=1 e_above_lowest_kcal_mol=79.99 homo_lumo_gap_ev=8.59
O 2.632 -7.684 2.823
O 0.934 -2.243 0.210
O 2.874 -5.551 3.658
O -0.705 -1.955 -3.937
N 0.421 -1.338 -0.648
N -1.352 -0.214 -2.675
N -2.351 1.321 0.412
N -1.109 1.782 0.252
C 0.837 1.685 -1.306
C 2.119 -6.789 1.930
C -1.480 0.506 -1.475
C -1.583 4.668 0.079
C 3.108 -6.919 3.911
C 0.766 6.113 0.214
C -3.897 -0.172 -0.797
C -0.541 2.689 1.212
C -0.308 8.083 -0.924
C 0.714 4.827 0.725
C -0.537 1.330 -0.881
C 2.265 -5.492 2.434
C -0.351 6.690 -0.374
C -0.720 -1.392 -2.858
C -2.603 0.539 -0.621
C 1.534 -7.022 0.707
C 1.091 -5.915 -0.007
C 1.232 -4.621 0.490
C 0.759 -3.488 -0.279
C 0.123 -3.391 -1.492
C -0.461 4.094 0.666
C 1.833 -4.394 1.740
C -1.526 5.948 -0.435
C -0.070 -2.000 -1.668
H -2.501 4.101 0.029
H -0.703 8.107 -1.938
H 0.630 -6.065 -0.969
H -1.201 2.663 2.084
H 1.596 4.394 1.176
H -4.505 -0.043 0.094
H 0.709 8.468 -0.935
H -3.724 -1.234 -0.967
H -4.438 0.225 -1.656
H 1.944 -3.397 2.129
H 1.564 1.269 -0.611
H 1.028 1.269 -2.291
H 0.964 2.767 -1.340
H 2.582 -7.220 4.831
H 0.452 2.336 1.504
H -0.921 8.746 -0.313
H 1.689 6.671 0.270
H -2.405 6.384 -0.889
H -0.175 -4.159 -2.171
H -1.845 0.133 -3.489
H 4.189 -7.092 4.038
H 1.426 -8.022 0.324

=====

[3]
96
Properties=species:S:1:pos:R:3 method="wB97M-V/def2-TZVPD" lumo_energy_ev="-0.41 / -1.47" spin_multiplicity=3 e_above_lowest_kcal_mol=0.00 homo_lumo_gap_ev="7.02 / 6.00" s_squared=2.011
Pd -1.857 0.480 -0.309
Br -8.298 -1.501 2.843
S 0.349 -0.343 -0.907
Si 2.269 0.262 -0.234
O 3.369 -0.928 -0.339
O 2.073 0.887 1.242
O 2.852 1.406 -1.227
O -1.882 -1.629 0.890
O -3.784 -0.502 -0.972
N -3.644 1.954 -0.102
N -1.493 -3.335 -0.584
N -1.070 2.755 -0.301
N -0.963 -3.528 1.672
C -3.394 3.246 -0.460
C -0.380 -4.837 1.481
C 3.576 2.796 1.272
C 1.741 2.466 2.958
C -2.036 3.666 -0.550
C 0.179 3.156 -0.275
C 3.062 -2.391 1.551
C -6.321 -2.216 0.900
C -2.793 5.894 -1.197
C -1.811 -2.583 -1.778
C -1.742 5.016 -0.873
C -0.388 5.411 -0.833
C 2.442 -3.101 -0.774
C 1.658 2.204 -3.139
C -5.220 0.345 0.718
C 2.790 1.771 2.086
C 2.982 0.084 -3.269
C -1.033 -4.678 -0.868
C 3.419 -2.279 0.068
C 3.756 0.964 2.954
C -1.452 -2.765 0.647
C -4.678 -0.710 -0.102
C -6.301 0.095 1.580
C -6.833 -1.161 1.666
C -1.113 -5.560 0.364
C -4.692 1.647 0.603
C -5.275 -1.998 0.053
C 4.855 -2.758 -0.175
C 2.910 1.474 -2.644
C 4.170 2.275 -2.984
C -0.875 -2.974 3.002
C 0.563 4.487 -0.498
C -4.399 4.145 -0.800
C -4.091 5.448 -1.185
H 4.375 2.304 0.728
H -6.771 -3.195 0.983
H 2.054 -0.447 -3.082
H 3.142 0.159 -4.340
H -1.289 -1.970 2.982
H 1.622 3.210 -2.726
H -2.014 -1.538 -1.524
H 4.965 -3.788 0.157
H -1.664 -5.084 -1.666
H 0.927 2.406 -0.079
H -0.962 -2.611 -2.467
H 1.159 1.722 3.494
H -2.556 6.916 -1.449
H 4.327 1.631 3.593
H 3.997 3.556 1.924
H 4.443 0.418 2.313
H -5.213 2.442 1.148
H -6.715 0.914 2.152
H -5.425 3.814 -0.783
H 1.665 2.268 -4.222
H -4.889 -2.801 -0.555
H 3.713 -1.752 2.139
H 3.177 -3.417 1.888
H -2.693 -3.005 -2.268
H 2.691 -3.010 -1.828
H 3.797 -0.475 -2.822
H 0.685 -4.751 1.224
H 2.223 3.127 3.673
H 5.097 -2.700 -1.234
H 2.926 3.268 0.546
H 5.554 -2.137 0.379
H -0.462 -5.391 2.421
H -0.659 -6.531 0.166
H -4.891 6.115 -1.471
H 0.000 -4.650 -1.240
H 0.166 -2.931 3.330
H 4.245 2.424 -4.057
H 4.134 3.244 -2.493
H 1.060 3.043 2.337
H -1.444 -3.587 3.705
H 1.439 -2.712 -0.625
H 3.208 0.259 3.574
H 5.052 1.742 -2.638
H 1.606 4.762 -0.433
H -0.129 6.434 -1.064
H -2.154 -5.710 0.649
H 2.484 -4.150 -0.489
H 2.037 -2.061 1.704
H 0.767 1.666 -2.818

=====

[4]
76
Properties=species:S:1:pos:R:3 method="wB97M-V/def2-TZVPD" lumo_energy_ev="-8.50 / -9.66" spin_multiplicity=2 e_above_lowest_kcal_mol=0.00 homo_lumo_gap_ev="7.50 / 6.34" s_squared=0.758 total_charge=+3
Ru -0.201 1.214 0.226
S -1.800 0.061 1.464
N 2.550 -8.929 -0.643
N -4.044 -1.201 1.781
N 0.432 3.300 -0.231
N 1.899 0.806 0.574
N 0.059 -0.431 -1.111
N -1.675 1.906 -1.143
N -0.021 2.182 2.160
N 0.974 -2.398 -1.488
C 2.546 2.373 -1.165
C -5.110 -2.927 0.594
C 0.134 1.510 3.317
C 0.727 3.493 4.506
C 0.499 2.126 4.496
C -5.075 -2.056 1.654
C -3.836 3.186 -2.372
C 0.185 3.513 2.187
C 4.424 -0.377 0.636
C -0.086 4.160 0.866
C 3.423 -0.808 1.494
C 4.144 0.659 -0.236
C -1.587 3.181 -1.570
C 1.316 -1.597 -2.551
C 0.751 -0.388 -2.307
C -3.907 1.849 -2.021
C 0.235 -1.665 -0.645
C 0.565 4.197 3.323
C -2.642 3.855 -2.154
C 1.336 -3.778 -1.313
C 1.985 -6.429 -0.973
C -0.221 3.760 -1.475
C -2.821 1.257 -1.412
C 1.355 -4.613 -2.420
C -2.989 -2.020 -0.135
C 2.880 1.227 -0.252
C 1.690 -5.945 -2.246
C 2.190 -0.198 1.423
C 1.647 -4.240 -0.042
C -4.048 -2.900 -0.304
C -2.985 -1.132 0.934
C 1.967 -5.575 0.127
C 1.905 3.496 -0.355
C 2.302 -7.818 -0.792
H -2.161 -2.022 -0.826
H 5.404 -0.836 0.653
H -0.229 4.852 -1.521
H -4.676 3.690 -2.831
H -5.833 -2.002 2.423
H 0.722 5.267 3.280
H 1.662 -3.567 0.806
H 2.100 4.480 -0.789
H 4.898 1.039 -0.910
H 2.216 -5.961 1.106
H 0.370 3.411 -2.324
H 2.311 3.502 0.657
H -2.513 4.884 -2.461
H 3.593 -1.597 2.212
H -2.845 0.215 -1.144
H -4.041 -3.583 -1.144
H 0.347 5.160 0.792
H -4.795 1.264 -2.212
H -4.044 -0.565 2.573
H 1.397 -0.515 2.084
H -0.196 -2.064 0.258
H 1.856 2.020 -1.934
H -5.940 -3.608 0.481
H 1.100 -4.243 -3.403
H -1.167 4.256 0.733
H 1.923 -1.954 -3.365
H 0.757 0.490 -2.929
H 3.431 2.730 -1.688
H 0.602 1.534 5.395
H 1.712 -6.616 -3.094
H 1.025 4.000 5.413
H -0.060 0.450 3.301

=====

[5]
75
Properties=species:S:1:pos:R:3 method="wB97M-V/def2-TZVPD" lumo_energy_ev="-7.30 / -6.59" spin_multiplicity=5 homo_lumo_gap_ev="7.18 / 7.89" s_squared=6.036 total_charge=+2
Mn 0.724 -0.636 0.103
S -1.994 0.338 -1.686
O 1.025 -2.407 -0.782
O -0.892 -0.311 -0.811
N -0.246 -1.990 1.717
N 2.586 0.154 -0.941
N 0.495 0.988 1.013
N 2.200 -0.929 1.473
C -1.540 2.869 -0.605
C 3.663 0.125 -0.126
C -1.589 2.608 -3.023
C -1.361 -2.676 4.163
C -0.060 -2.193 4.099
C -5.794 -0.037 -0.506
C 3.428 -0.439 1.231
C -3.308 0.204 0.743
C 0.718 2.058 1.419
C -1.204 4.763 -2.043
C 4.066 -0.922 3.485
C -4.646 0.057 -1.281
C 5.033 1.170 -1.776
C 3.928 1.215 -2.598
C 2.790 -1.405 3.722
C -1.363 3.970 -3.168
C 4.391 -0.428 2.234
C 0.463 -1.870 2.859
C 1.462 -2.779 -2.128
C 2.715 0.686 -2.159
C -2.062 -2.857 2.987
C -3.421 0.190 -0.643
C 0.282 -2.993 -3.043
C -1.680 2.074 -1.741
C 1.861 -1.386 2.693
C -2.182 -2.861 0.495
C -1.284 4.216 -0.765
C 1.532 0.708 -3.075
C -1.471 -2.526 1.769
C 4.901 0.607 -0.513
C -5.699 -0.016 0.876
C -4.460 0.096 1.500
B 1.015 3.478 1.959
H -4.706 0.027 -2.360
H 0.667 0.206 -2.632
H -1.310 4.406 -4.156
H -1.800 -2.302 -0.358
H -1.700 1.972 -3.892
H -1.149 4.841 0.105
H 1.284 4.119 0.974
H 0.015 3.842 2.519
H 0.521 -3.125 -0.380
H -1.626 2.447 0.384
H -0.335 -3.829 -2.714
H -2.339 0.280 1.218
H 1.951 3.332 2.701
H -3.062 -3.266 2.995
H 2.104 -1.960 -2.440
H 2.074 -3.674 -2.011
H 1.254 1.737 -3.307
H 5.752 0.556 0.146
H -1.018 5.822 -2.158
H 4.802 -0.919 4.277
H -1.806 -2.923 5.116
H 0.514 -2.059 5.002
H 3.985 1.647 -3.587
H -2.064 -3.931 0.300
H -0.339 -2.099 -3.108
H -4.399 0.108 2.579
H -6.758 -0.132 -0.984
H 5.985 1.563 -2.104
H 5.374 -0.025 2.053
H -3.251 -2.674 0.586
H 1.775 0.215 -4.017
H 0.642 -3.229 -4.044
H -6.594 -0.092 1.476
H 2.530 -1.789 4.694

=====

[6]
11
Properties=species:S:1:pos:R:3 method="wB97M-V/def2-TZVPD" lumo_energy_ev=-0.97 spin_multiplicity=1 e_above_lowest_kcal_mol=52.20 homo_lumo_gap_ev=9.63
S -1.134 -1.816 -0.053
S -3.441 -1.112 0.344
O -0.222 -2.912 -0.146
O -2.081 -1.937 1.282
O -4.700 -1.704 0.613
O -2.284 -2.005 -0.933
N -2.920 0.211 0.206
C -0.376 -0.220 -0.140
H 0.646 -0.379 0.235
H -1.022 0.460 0.519
H -0.307 0.137 -1.160

=====

[7]
9
Properties=species:S:1:pos:R:3 method="wB97M-V/def2-TZVPD" lumo_energy_ev=0.53 spin_multiplicity=1 e_above_lowest_kcal_mol=83.60 homo_lumo_gap_ev=9.77
O -0.598 1.255 0.478
C 1.249 0.390 0.796
C -0.252 -0.839 -0.501
C -0.982 0.509 -0.396
C 1.080 -0.607 0.083
H -0.437 -1.450 -1.382
H -0.476 -1.386 0.421
H -1.777 0.972 -0.998
H 1.817 1.041 1.413

=====

[8]
52
Properties=species:S:1:pos:R:3 method="wB97M-V/def2-TZVPD" lumo_energy_ev=2.67 spin_multiplicity=1 e_above_lowest_kcal_mol=131.83 homo_lumo_gap_ev=7.83 total_charge=-1
O 1.162 3.416 -2.997
O 2.984 0.903 2.977
O 0.947 -4.203 -0.738
O -0.907 2.409 -2.595
O -0.845 -2.331 1.899
O -2.972 -2.847 -0.091
O 3.571 1.902 0.335
O 1.013 3.648 0.057
O -3.506 -1.104 -1.973
O 2.392 -3.229 2.432
O -1.531 0.320 -1.488
N 1.379 -0.554 0.440
C -0.256 1.048 1.271
C -1.472 1.842 1.070
C 2.302 -1.341 -0.541
C 0.396 0.384 -0.108
C -0.681 -0.523 -0.880
C -2.836 0.951 0.928
H 1.122 -1.219 1.114
H 1.422 2.409 -2.770
H -1.729 2.588 1.724
H 3.816 1.024 0.494
H -0.011 -1.114 -1.492
H -1.699 2.817 -2.569
H 1.234 -3.870 -1.574
H -3.615 -1.177 -2.934
H -1.336 2.476 0.226
H -3.468 0.998 0.045
H -1.109 1.434 -2.012
H 1.478 -3.636 2.341
H -3.540 -2.524 0.594
H 2.842 -2.217 -0.090
H -3.575 1.509 1.635
H 1.772 -1.670 -1.368
H -2.599 -0.102 1.089
H 0.668 3.431 -0.822
H 0.916 1.158 -0.591
H -0.491 0.184 1.966
H 1.374 -3.541 -0.119
H -2.760 -0.376 -2.026
H 2.750 1.999 -0.250
H 3.123 -0.678 -0.727
H 0.487 1.656 1.722
H 0.229 3.502 0.519
H 3.350 1.541 2.186
H -1.318 -1.139 -0.230
H 0.257 3.432 -3.172
H 2.067 -2.411 1.993
H -1.144 -3.300 1.892
H -3.061 -2.294 -0.941
H 3.024 0.166 2.489
H -1.616 -1.743 1.663

=====

[9]
17
Properties=species:S:1:pos:R:3 method="wB97M-V/def2-TZVPD" lumo_energy_ev=1.01 spin_multiplicity=1 e_above_lowest_kcal_mol=12.28 homo_lumo_gap_ev=10.02
S 0.874 1.539 -1.453
N -0.606 -1.387 1.044
C -0.370 0.000 0.607
C 0.466 -0.062 -0.665
C 0.593 -2.071 1.550
C -1.761 0.555 0.329
H 0.109 0.645 1.362
H -0.330 2.106 -1.456
H 0.554 -3.153 1.445
H -1.694 1.519 -0.181
H -0.105 -0.602 -1.418
H -2.318 -0.163 -0.261
H 1.476 -1.719 1.014
H 1.433 -0.555 -0.580
H -1.250 -1.383 1.828
H 0.763 -1.932 2.629
H -2.239 0.846 1.256

=====

[10]
44
Properties=species:S:1:pos:R:3 method="wB97M-V/def2-TZVPD" lumo_energy_ev=0.78 spin_multiplicity=1 e_above_lowest_kcal_mol=48.99 homo_lumo_gap_ev=9.86
O -2.024 -2.188 -0.482
O 1.511 -3.077 1.807
N 2.247 -2.516 0.821
N -1.344 -0.090 0.008
C 0.091 -1.963 0.528
C -1.182 -1.431 -0.026
C 1.430 -1.855 0.037
C -3.382 1.081 0.670
C 0.155 1.845 -0.307
C -2.534 2.130 1.382
C -0.456 0.839 0.682
C 3.654 0.014 -2.309
C 0.217 -2.763 1.633
C -2.585 0.475 -0.483
C 2.809 0.214 -3.389
C 1.490 2.388 0.188
C 1.899 -1.149 -1.147
C -0.790 -3.268 2.596
C -1.215 1.510 1.837
C 1.057 -0.957 -2.239
C 3.206 -0.667 -1.194
C 1.515 -0.279 -3.355
H -3.069 2.523 2.249
H 0.314 1.339 -1.261
H 1.898 3.093 -0.532
H -0.860 -2.607 3.460
H -0.577 2.269 2.291
H -2.344 2.966 0.706
H -1.426 0.751 2.595
H -0.502 -4.257 2.945
H -3.143 -0.334 -0.958
H 4.666 0.391 -2.339
H -1.759 -3.317 2.106
H 2.207 1.579 0.313
H 0.367 0.258 1.110
H -2.358 1.241 -1.230
H -4.300 1.526 0.285
H 0.858 -0.137 -4.201
H -3.653 0.289 1.371
H 0.053 -1.354 -2.221
H 3.853 -0.837 -0.347
H -0.530 2.676 -0.477
H 1.376 2.900 1.140
H 3.160 0.747 -4.260

=====

[11]
14
Properties=species:S:1:pos:R:3 method="wB97M-V/def2-TZVPD" lumo_energy_ev=0.40 spin_multiplicity=1 e_above_lowest_kcal_mol=50.46 homo_lumo_gap_ev=8.65
Br -1.920 1.155 -0.281
S 2.364 0.960 0.402
N 0.461 2.830 0.545
N -0.330 0.775 -1.035
C -0.077 -0.682 -1.006
C 0.983 1.713 0.167
C -0.314 -1.274 0.343
H 0.039 -0.408 1.131
H -0.568 2.945 0.174
H 1.020 -0.724 -1.300
H -0.779 -1.067 -1.777
H 0.252 -2.128 0.514
H 0.992 3.328 1.250
H -1.353 -1.639 0.309

=====

[12]
15
Properties=species:S:1:pos:R:3 method="wB97M-V/def2-TZVPD" lumo_energy_ev="3.55 / 3.51" spin_multiplicity=2 e_above_lowest_kcal_mol=31.22 homo_lumo_gap_ev="2.46 / 6.85" s_squared=0.753 total_charge=-1
O 2.288 0.692 -0.579
N -1.998 0.690 1.906
C 1.592 -1.536 -0.344
C -3.131 0.286 1.363
C 0.111 0.106 -1.487
C 1.370 -0.303 -0.775
H 2.481 -1.806 0.209
H -3.745 0.933 0.731
H 1.825 1.507 -0.382
H 0.848 -2.298 -0.517
H -3.533 -0.743 1.383
H -0.279 1.044 -1.088
H -0.661 -0.646 -1.356
H 0.317 0.262 -2.550
H -1.409 0.001 2.342